# 1
Density functional theory data (the ωB97M-V functional and the def2-TZVPD basis) for a structure of composition C4H6N2O2 at a distorted geometry.

Computed properties:
- Orbital gap: 8.92 eV
- LUMO energy: 0.3 eV
- HOMO energy: -8.7 eV
- Relative energy (zero: lowest compared OMol25 entry of this formula, charge and spin): 187.9 kcal/mol

```
14
Properties=species:S:1:pos:R:3:forces:R:3:nbo_charge:R:1
C -0.40454 -0.96599 -0.62190 0.4 -2.9 0.2 0.040
C -0.93183 0.41508 -1.10265 -0.6 -2.5 0.3 -0.090
C 0.85712 1.28918 -0.01840 -2.1 -2.0 -2.0 0.216
C -0.98903 -0.13094 0.45344 -1.2 0.2 -0.6 -0.138
H 1.63481 -0.50511 -1.00999 -2.8 -3.3 1.9 0.478
H -1.03566 -1.95285 -0.76744 1.4 2.3 -0.3 0.219
H -1.62074 0.52484 -2.00690 0.4 -0.4 2.0 0.250
H 2.05695 1.31902 0.16659 -3.4 0.8 -0.5 0.260
H 0.14331 -0.13558 2.66850 5.1 0.1 -2.8 0.477
H -2.01120 -0.50112 0.96581 2.8 1.5 -0.7 0.248
N 0.15087 1.23309 -1.15185 5.1 2.9 1.1 -0.480
N 0.03870 0.73748 1.02937 2.2 -0.4 0.8 -0.216
O 1.04306 -1.30738 -0.48906 -0.3 3.4 -2.8 -0.712
O 1.06817 -0.01972 1.88449 -7.2 0.3 3.4 -0.549
```
Forces are in eV/Å.

# 2
Density functional theory data (the ωB97M-V functional and the def2-TZVPD basis) for a cluster of 2 separate species, C6H16N in total at a distorted geometry.

Computed properties:
- Orbital gap: 8.89 eV
- LUMO energy: -4.9 eV
- HOMO energy: -13.8 eV
- Relative energy (zero: lowest compared OMol25 entry of this formula, charge and spin): 72.6 kcal/mol
- Net charge: +1

```
23
Properties=species:S:1:pos:R:3:forces:R:3:nbo_charge:R:1
C 0.43616 -2.60948 0.03517 1.0 0.0 0.8 -0.640
C -0.27471 -1.28296 -0.31774 -1.5 -1.4 1.2 -0.236
C -0.05773 -0.05763 0.37605 0.4 -0.9 -0.2 0.061
C 0.45857 -0.40923 -1.39079 1.3 2.6 -2.6 -0.476
C -0.23660 0.82698 -2.08614 0.7 1.8 0.3 -0.409
C 0.03712 2.22176 -1.38095 -0.2 -0.6 1.3 -0.635
N -0.55889 0.66315 3.70076 0.7 -1.3 0.7 -1.092
H 1.40173 -2.68247 -0.51282 -0.9 -0.4 -0.2 0.242
H -0.22394 -3.50875 -0.02334 0.6 0.9 -0.6 0.265
H 0.80853 -2.65358 1.07346 -0.4 0.5 -0.2 0.246
H -1.26159 -1.50416 -0.75969 0.3 0.6 0.5 0.272
H 0.88561 0.04033 0.91434 -0.3 0.0 0.1 0.247
H -0.66003 0.85523 0.32282 0.0 -0.8 0.0 0.271
H 1.53516 -0.16986 -1.22085 -0.7 -0.3 0.1 0.272
H 0.49445 -1.10576 -2.24122 0.0 -0.5 0.6 0.354
H -1.31260 0.70226 -2.21911 0.1 -0.3 0.1 0.231
H 0.17207 1.00907 -3.10254 -0.1 -0.9 0.6 0.251
H -0.77522 2.57457 -0.70351 0.2 -0.4 -0.6 0.213
H 0.92837 2.20468 -0.71102 -0.3 -0.2 -0.7 0.207
H 0.20215 3.01809 -2.08591 0.0 0.1 -0.4 0.248
H -1.31431 -0.00668 3.88373 0.3 0.3 -0.1 0.364
H -0.89028 1.52548 4.09962 -0.1 0.5 0.0 0.372
H 0.20599 0.34897 4.34965 -0.9 0.5 -0.9 0.371
```
Forces are in eV/Å.

# 3
Density functional theory data (the ωB97M-V functional and the def2-TZVPD basis) for a structure of composition C25H55NO2RhSi2 at a distorted geometry.

Computed properties:
- Orbital gap (alpha / beta): 6.77 / 6.48 eV
- LUMO energy (alpha / beta): -1.7 / -5.2 eV
- Spin multiplicity: 5
- HOMO energy (alpha / beta): -8.5 / -11.7 eV
- Relative energy (zero: lowest compared OMol25 entry of this formula, charge and spin): 28.6 kcal/mol
- Net charge: +1

```
86
Properties=species:S:1:pos:R:3:forces:R:3:lowdin_charge:R:1
O -0.91979 -2.92263 -1.61243 0.1 -1.0 0.4 -0.241
O -2.16224 -0.91233 -2.79116 -1.0 0.2 -1.3 -0.274
C 0.47384 -3.23190 -1.60029 -0.2 0.3 0.0 -0.258
C 0.81981 -4.66178 -1.22558 0.2 0.1 0.1 -0.068
H 0.97517 -2.52595 -0.91512 0.1 -0.2 -0.1 0.100
H 0.81910 -2.99168 -2.61559 -0.1 -0.1 0.2 0.118
H 0.80272 -4.79295 -0.13952 0.0 -0.1 -0.2 0.076
H 1.83798 -4.86590 -1.56778 -0.1 -0.1 0.1 0.085
H 0.14063 -5.38284 -1.68971 0.1 0.1 0.0 0.092
C -1.64619 -3.33459 -0.44229 0.6 0.1 -0.1 -0.245
C -3.11343 -3.35616 -0.76930 -0.5 -0.1 -0.1 -0.053
H -1.43413 -2.61821 0.37136 0.0 -0.2 0.0 0.113
H -1.31216 -4.33548 -0.12123 -0.1 0.4 0.0 0.115
H -3.42875 -2.44231 -1.28456 0.2 -0.3 0.2 0.051
H -3.69234 -3.46191 0.15397 0.0 0.0 -0.1 0.089
H -3.34887 -4.21018 -1.41465 0.0 0.2 0.1 0.088
C -3.37702 -0.16045 -2.99192 0.5 -0.1 -0.4 -0.252
C -1.74206 -1.55471 -4.01796 0.1 0.5 0.3 -0.247
C -4.05211 0.13769 -1.67861 -0.5 0.0 0.1 -0.056
H -4.05732 -0.74428 -3.63418 0.2 0.3 0.2 0.123
H -3.13032 0.77932 -3.51258 -0.1 -0.3 0.0 0.103
H -4.66316 -0.71675 -1.36789 0.2 0.2 0.2 0.078
H -4.73238 0.98271 -1.82906 0.1 -0.1 0.1 0.091
H -3.35574 0.39617 -0.87379 -0.1 -0.1 -0.3 0.043
C -2.47681 -2.84167 -4.26407 -0.2 -0.3 0.0 -0.057
H -0.66480 -1.72640 -3.91514 -0.2 0.0 0.0 0.096
H -1.89700 -0.86153 -4.86382 0.1 -0.1 0.3 0.129
H -2.38813 -3.49877 -3.39364 0.0 0.2 -0.3 0.062
H -2.04080 -3.34043 -5.13349 -0.1 0.0 0.0 0.090
H -3.53282 -2.64996 -4.47744 0.1 -0.2 0.0 0.079
H -1.02445 -0.94062 -1.49937 1.1 1.9 1.6 0.128
Rh 0.65279 1.23951 0.66871 -1.9 -2.2 1.8 1.010
C -0.57868 -0.19728 -0.61509 -1.1 -1.1 -1.4 -0.209
Si 0.38722 1.10850 -1.68738 -0.2 -0.3 -2.8 0.434
H -1.50101 0.08840 -0.10555 0.1 0.1 0.0 0.012
H -0.05105 -0.93039 0.00266 0.3 0.2 0.1 0.017
C 1.63484 0.05229 -2.62449 0.1 0.3 0.1 -0.159
C 1.22376 2.73426 -0.98364 -0.2 0.9 -0.7 -0.217
C -0.78804 1.91977 -2.92217 0.1 -0.1 0.0 -0.156
C 2.56022 0.62695 0.55369 3.0 -0.5 -0.6 -0.358
Si 3.70845 1.49588 1.80567 0.4 -0.5 -0.2 0.453
H 2.99082 0.77518 -0.45518 -0.1 0.2 0.5 0.002
H 2.58888 -0.46378 0.74641 -0.2 0.5 0.1 0.028
C 5.24429 2.05043 0.86314 0.0 0.0 -0.1 -0.179
C 4.15430 0.24254 3.12244 0.1 0.0 0.1 -0.171
C 2.99875 3.00046 2.66338 -0.1 0.2 0.2 -0.183
H -0.30170 2.82633 -3.31163 -0.1 -0.2 0.1 0.046
H -1.73818 2.21971 -2.46227 0.2 0.0 -0.1 0.040
H -1.00194 1.26389 -3.77591 0.0 0.1 0.3 0.034
H 2.22315 -0.59888 -1.96589 -0.1 0.2 -0.2 0.028
H 2.32101 0.71833 -3.16622 -0.1 -0.2 0.0 0.051
H 1.12124 -0.58091 -3.36094 0.1 0.2 0.2 0.028
H 1.35539 2.96072 0.10779 0.2 0.3 -0.4 -0.002
H 0.59619 3.55726 -1.35152 0.4 0.0 0.0 0.042
H 2.23123 2.79336 -1.41396 -0.2 0.0 0.0 0.065
H 4.21618 -0.77237 2.70888 0.1 0.2 0.1 0.038
H 3.41763 0.23550 3.93647 0.1 0.0 -0.1 0.027
H 5.13522 0.50858 3.54228 -0.2 -0.1 0.0 0.039
H 2.44667 2.71267 3.56713 0.1 0.1 -0.2 0.026
H 2.33967 3.59738 2.02122 0.1 0.1 0.1 0.010
H 3.83506 3.64496 2.97378 -0.2 -0.1 -0.1 0.048
H 6.11581 2.02174 1.53211 -0.2 0.1 -0.2 0.036
H 5.13522 3.07861 0.49080 0.1 -0.2 0.0 0.034
H 5.44877 1.39273 0.00760 0.0 0.2 0.2 0.032
C -1.16985 3.76226 1.23371 -0.1 -0.1 0.3 -0.072
N -0.96405 2.39784 1.76235 -0.1 1.1 0.8 -0.343
C -2.24856 1.66684 1.72816 -0.1 0.2 -0.1 -0.071
C -0.48182 2.43135 3.18163 -0.4 0.4 -0.5 -0.148
C 0.01424 1.06004 3.52493 0.5 -0.4 1.0 -0.264
C 0.09503 0.59532 4.84500 -0.1 0.1 -0.3 -0.024
C 0.52247 -0.71099 5.08711 0.1 0.2 0.1 -0.068
C 0.86882 -1.55256 4.02842 0.0 -0.1 -0.6 -0.070
C 0.81835 -1.07996 2.70558 0.2 0.1 1.0 -0.110
C 0.44712 0.23944 2.49452 -0.8 -0.3 0.6 -0.213
H -1.98050 4.25456 1.79202 0.2 0.1 -0.2 0.102
H -1.43732 3.70729 0.17102 0.0 0.0 0.3 0.088
H -0.24803 4.34251 1.35160 -0.2 -0.1 -0.1 0.090
H -2.11753 0.64197 2.09080 0.0 0.3 -0.1 0.099
H -2.97658 2.19385 2.36870 0.1 -0.2 -0.2 0.109
H -2.63333 1.65572 0.70203 0.0 0.0 0.3 0.070
H 0.30781 3.19468 3.25754 -0.2 -0.3 -0.1 0.110
H -1.31187 2.74963 3.83517 0.2 -0.1 -0.1 0.138
H -0.18786 1.27156 5.65507 0.1 -0.3 -0.1 0.121
H 0.59055 -1.07414 6.11289 0.0 0.1 -0.3 0.112
H 1.19354 -2.57716 4.21594 -0.1 0.3 0.0 0.111
H 1.10079 -1.70583 1.86038 0.0 -0.1 0.2 0.087
```
Forces are in eV/Å.

Question: The lowest relative energy (zero: lowest compared OMol25 entry of this formula, charge and spin) belongs to which entry?
Answer: C25H55NO2RhSi2

Question: Look up the relative energy (zero: lowest compared OMol25 entry of this formula, charge and spin) of the first one.
Answer: 187.9 kcal/mol

Question: relative energy (zero: lowest compared OMol25 entry of this formula, charge and spin) of number 2 (C6H16N)?
Answer: 72.6 kcal/mol

Question: What is the formula in the second record?
Answer: C6H16N